1.
Below is a 5-piece molecular cluster, C2H16N2O4 overall, with properties calculated with the ωB97M-V functional and the def2-TZVPD basis.

Summary:
- Multiplicity: 1
- HOMO-LUMO gap: 9.73 eV
- SMILES: NCCN.O.O.O.O
- Molar mass: 132.160 Da
- Energy relative to the best compared isomer or geometry (same formula, charge and spin): 206.6 kJ/mol
- Energy: -496.21839 a.u.

Structure (XYZ):
```
24
Properties=species:S:1:pos:R:3:lowdin_charge:R:1
N 0.37 -0.02 -1.83 -0.043
C -0.96 0.70 -1.50 -0.227
C -1.96 -0.29 -1.00 -0.260
N -2.21 0.03 0.49 0.025
H 1.01 0.75 -1.54 0.050
H 0.64 -0.36 -2.75 0.085
H -1.23 1.22 -2.46 0.114
H -0.62 1.45 -0.72 0.125
H -2.85 -0.28 -1.69 0.106
H -1.70 -1.41 -1.20 0.105
H -3.02 -0.51 0.76 0.054
H -1.50 -0.08 1.14 -0.018
O 2.35 1.92 -0.33 -0.090
H 2.13 1.59 0.59 -0.010
H 2.80 2.65 0.04 0.004
O 1.92 1.02 2.07 -0.058
H 2.62 0.41 2.24 0.053
H 1.06 0.64 2.44 0.060
O -0.09 -0.76 2.37 -0.061
H 0.12 -0.95 1.43 0.033
H 0.06 -1.51 2.91 0.052
O 0.52 -2.22 -0.13 -0.132
H -0.14 -2.66 -0.61 -0.019
H 0.68 -1.34 -0.73 0.052
```



2.
Below is the molecule C5H7NO, with properties calculated with the ωB97M-V functional and the def2-TZVPD basis.

Summary:
- Multiplicity: 1
- HOMO-LUMO gap: 8.94 eV
- Molar mass: 97.117 Da
- Energy relative to the best compared isomer or geometry (same formula, charge and spin): 447.6 kJ/mol
- Energy: -324.55398 a.u.

Structure (XYZ):
```
14
Properties=species:S:1:pos:R:3:lowdin_charge:R:1
C -1.83 0.20 0.18 -0.049
C -0.53 0.25 -0.59 -0.238
C 0.56 1.12 0.00 -0.099
C 1.89 0.65 -0.17 -0.019
N 1.70 -0.51 -1.05 0.058
C 0.61 -0.57 -0.14 -0.495
O 0.59 -1.40 0.93 0.087
H -2.37 1.15 0.08 0.084
H -1.65 0.01 1.24 0.084
H -2.48 -0.60 -0.20 0.083
H -0.63 0.28 -1.68 0.149
H 0.33 1.78 0.84 0.120
H 1.39 -1.17 1.43 0.128
H 2.42 -1.19 -0.85 0.107
```



3.
Below is the molecule C4H10F2N2P2, with properties calculated with the ωB97M-V functional and the def2-TZVPD basis.

Summary:
- Multiplicity: 1
- HOMO-LUMO gap: 9.37 eV
- SMILES: CCN(CC)/P=N\P(F)F
- Molar mass: 186.082 Da
- Energy relative to the best compared isomer or geometry (same formula, charge and spin): 0.0 kJ/mol
- Energy: -1150.39768 a.u.

Structure (XYZ):
```
20
Properties=species:S:1:pos:R:3:lowdin_charge:R:1
C -0.87 -1.51 -0.21 -0.100
C -1.05 -0.29 -1.15 -0.299
N -0.99 1.07 -0.61 -0.391
C 0.21 1.84 -0.62 -0.372
C 1.38 1.24 0.09 -0.115
P -2.05 1.61 0.61 0.863
N -3.28 0.73 1.02 -0.510
P -4.06 -0.83 0.43 0.820
F -4.27 -0.45 -1.12 -0.315
F -5.62 -0.30 0.77 -0.346
H 0.24 -1.67 -0.07 0.094
H -1.53 -1.20 0.64 0.008
H -1.47 -2.34 -0.50 0.045
H -0.34 -0.40 -1.91 0.083
H -2.02 -0.24 -1.73 0.110
H -0.06 2.79 -0.13 0.069
H 0.50 1.85 -1.70 0.131
H 1.82 0.33 -0.43 0.093
H 2.18 1.97 0.21 0.070
H 1.24 0.93 1.10 0.063
```



4.
Below is a 2-piece molecular cluster, C4H6N2O overall, with properties calculated with the ωB97M-V functional and the def2-TZVPD basis.

Summary:
- Multiplicity: 1
- HOMO-LUMO gap: 8.85 eV
- SMILES: OC1=CN1.CC#N
- Molar mass: 98.105 Da
- Energy relative to the best compared isomer or geometry (same formula, charge and spin): 438.8 kJ/mol
- Energy: -340.62780 a.u.

Structure (XYZ):
```
13
Properties=species:S:1:pos:R:3:lowdin_charge:R:1
O 2.32 -1.94 -1.06 0.122
C 1.65 -1.14 -0.24 -0.450
C 1.41 -0.09 0.46 0.046
N 0.37 -1.29 0.38 0.048
H 3.08 -1.47 -1.44 0.127
H 1.30 0.97 0.67 0.057
H 0.50 -1.88 1.21 0.070
C -2.07 0.78 -0.20 -0.070
C -1.24 1.85 0.36 -0.282
N -0.54 2.66 0.82 0.118
H -2.70 1.19 -0.99 0.079
H -2.68 0.36 0.59 0.083
H -1.40 -0.01 -0.57 0.052
```